Record 1
Formula: C17H31N2OPtS3Se2Si2
Source: the OMol25 dataset
Level of theory: ωB97M-V/def2-TZVPD

Structure (ORCA input):
```
! RIJCOSX wB97M-V def2-TZVPD def2/J DEFGRID3
* xyz 1 1
Pt -0.76 -0.44 0.20
C -0.23 -4.10 1.21
Se 0.85 -2.49 1.12
C 0.75 -2.01 3.03
C -0.65 -1.73 3.53
Se -1.48 -0.10 2.82
C -3.27 -0.62 3.34
H 0.11 -4.69 2.05
H -0.12 -4.64 0.27
H -1.28 -3.83 1.34
H 1.42 -1.16 3.16
H 1.16 -2.87 3.56
H -0.64 -1.62 4.62
H -1.33 -2.54 3.26
H -3.31 -0.70 4.42
H -3.49 -1.59 2.88
H -3.97 0.13 2.99
C -3.35 1.70 0.15
Si -1.55 1.73 -0.54
C -0.69 3.37 0.01
C -1.40 1.61 -2.44
C -2.04 2.53 -3.26
C -1.91 2.46 -4.64
C -1.13 1.48 -5.21
C -0.48 0.55 -4.41
C -0.61 0.61 -3.03
Si 0.27 -0.70 -1.95
C -0.15 -2.48 -2.52
C 2.18 -0.49 -1.82
H -3.92 2.51 -0.30
H -3.34 1.86 1.23
H -3.85 0.76 -0.06
H -1.31 4.21 -0.30
H 0.28 3.48 -0.46
H -0.56 3.42 1.08
H -2.65 3.31 -2.82
H -2.42 3.18 -5.26
H -1.03 1.42 -6.29
H 0.12 -0.22 -4.86
H 0.28 -2.69 -3.50
H -1.22 -2.63 -2.58
H 0.25 -3.22 -1.83
H 2.63 -0.70 -2.78
H 2.58 -1.20 -1.09
H 2.46 0.51 -1.51
O -3.02 -3.04 1.63
S -3.48 -2.59 0.26
N -2.29 -1.76 -0.34
S 1.21 1.07 1.48
C 2.89 1.03 1.43
N 3.63 1.94 0.74
C 4.95 2.14 1.30
C 5.41 0.76 1.75
S 3.89 -0.08 2.31
H 3.14 2.75 0.37
H 4.92 2.82 2.16
H 5.62 2.57 0.55
H 6.11 0.80 2.58
H 5.83 0.18 0.93
*
```

The calculation puts the total energy at -205354.979 eV. Its relative energy (zero: lowest compared OMol25 entry of this formula, charge and spin) is 0.0 kcal/mol. The HOMO energy (alpha / beta) is -10.832 / -10.833 eV.

Record 2
Formula: C17H32AsCl2CuNOSi2
Source: the OMol25 dataset
Level of theory: ωB97M-V/def2-TZVPD

Structure (ORCA input):
```
! RIJCOSX wB97M-V def2-TZVPD def2/J DEFGRID3
* xyz 0 2
Cu 0.13 -0.10 -0.01
C -0.78 1.59 3.03
Si 0.20 0.08 2.36
C -0.73 -1.45 3.06
C 1.98 0.10 3.01
C 2.30 0.03 4.35
C 3.61 0.02 4.77
C 4.63 0.11 3.83
C 4.32 0.19 2.48
C 3.01 0.18 2.06
Si 2.49 0.15 0.22
C 3.12 1.71 -0.70
C 3.43 -1.36 -0.54
H -0.78 1.61 4.11
H -1.81 1.55 2.69
H -0.35 2.53 2.68
H -0.69 -1.51 4.15
H -0.32 -2.37 2.65
H -1.78 -1.41 2.77
H 1.50 -0.03 5.08
H 3.85 -0.07 5.82
H 5.66 0.10 4.16
H 5.13 0.27 1.76
H 4.21 1.77 -0.66
H 2.72 2.61 -0.26
H 2.83 1.69 -1.75
H 4.39 -1.50 -0.04
H 3.62 -1.23 -1.60
H 2.84 -2.26 -0.40
Cl -0.06 0.01 -2.30
C -0.22 2.96 -2.08
Cl -0.43 3.13 -0.42
H -1.09 2.97 -2.69
H 0.77 3.08 -2.47
C -1.94 -2.51 -2.42
As -0.17 -2.75 -1.63
C 1.30 -2.70 -2.91
C -0.25 -4.69 -1.37
O 0.01 -2.21 -0.10
H -1.97 -3.07 -3.36
H -2.19 -1.47 -2.60
H -2.66 -2.96 -1.72
H 0.90 -2.99 -3.88
H 2.04 -3.44 -2.59
H 1.76 -1.72 -2.99
H -0.30 -5.23 -2.32
H -1.12 -4.94 -0.76
H 0.64 -5.00 -0.83
C -5.11 1.09 -0.99
C -4.57 0.04 -0.03
C -3.13 0.08 0.05
N -1.99 0.14 0.14
H -6.19 1.08 -0.97
H -4.77 0.90 -2.00
H -4.77 2.09 -0.70
H -4.86 -0.96 -0.35
H -4.96 0.20 0.98
*
```

Its expectation value of S² is 0.7543. The calculation puts the total energy at -167964.084 eV. The HOMO energy (alpha / beta) is -7.214 / -7.870 eV.

Record 3
Formula: C17H32HgNO2P2
Source: the OMol25 dataset
Level of theory: ωB97M-V/def2-TZVPD

Structure (ORCA input):
```
! RIJCOSX wB97M-V def2-TZVPD def2/J DEFGRID3
* xyz 1 1
Hg -0.04 0.05 0.11
P -2.43 0.49 -0.61
C -2.16 0.88 -2.29
C -0.89 1.36 -2.75
N 0.26 1.15 -1.99
C 1.48 1.49 -2.37
C 1.66 2.20 -3.56
C 0.53 2.50 -4.34
C -0.71 2.07 -3.96
C 2.70 1.15 -1.52
P 2.45 -0.35 -0.46
H -1.61 2.23 -4.55
H 2.66 2.48 -3.82
H 0.67 3.04 -5.25
H 3.56 0.95 -2.18
H 2.93 1.99 -0.83
H -2.13 -1.23 -3.78
H -3.01 1.03 -2.99
H -0.81 -3.28 -2.66
O -1.94 -2.18 -3.90
H -2.43 -2.44 -4.70
H -0.30 -1.82 1.89
O -0.54 -3.55 -1.75
H 0.43 -3.40 -1.71
C 2.82 -1.78 -1.51
H 3.85 -1.76 -1.88
H 2.67 -2.69 -0.91
H 2.13 -1.81 -2.37
C 3.66 -0.31 0.91
H 3.52 -1.24 1.49
H 4.70 -0.25 0.54
H 3.44 0.54 1.57
C -3.06 1.88 0.40
H -4.07 2.17 0.07
H -3.09 1.55 1.45
H -2.38 2.74 0.30
C -3.44 -0.98 -0.32
H -3.53 -1.10 0.76
H -4.43 -0.86 -0.78
H -2.93 -1.86 -0.75
C 1.25 -0.73 5.30
C -0.01 -0.04 4.76
C -1.26 -0.73 5.31
C 0.00 1.42 5.22
C -0.04 -0.22 3.30
C -0.13 -0.73 2.15
H 1.23 -0.70 6.40
H 2.16 -0.20 4.96
H 1.29 -1.79 4.98
H -1.24 -0.70 6.41
H -2.17 -0.21 4.97
H -1.29 -1.79 4.99
H 0.91 1.96 4.89
H -0.90 1.96 4.90
H 0.00 1.41 6.32
*
```

The calculation puts the total energy at -46477.407 eV. Its relative energy (zero: lowest compared OMol25 entry of this formula, charge and spin) is 21.2 kcal/mol. The HOMO energy (alpha / beta) is -9.401 / -9.401 eV.

Record 4
Formula: C17H32N4O2Pb
Source: the OMol25 dataset
Level of theory: ωB97M-V/def2-TZVPD

Structure (ORCA input):
```
! RIJCOSX wB97M-V def2-TZVPD def2/J DEFGRID3
* xyz 0 1
Pb -0.12 1.19 0.82
O 0.72 3.04 -0.35
H 1.49 3.17 -0.93
C -1.85 -1.86 2.46
O -1.42 -0.64 1.97
H -2.08 -1.89 3.53
H -2.65 -2.30 1.87
H -0.99 -2.53 2.33
C -3.18 3.20 -4.57
C -2.35 4.18 -3.72
C -1.24 3.48 -2.98
C -1.70 2.51 -1.99
N -2.08 1.71 -1.25
H -2.63 2.71 -5.38
H -4.02 3.65 -5.10
H -3.69 2.52 -3.88
H -3.10 4.69 -3.11
H -1.98 5.01 -4.33
H -0.74 4.22 -2.35
H -0.38 3.09 -3.54
C -2.43 -0.46 -4.08
C -1.03 -0.63 -4.70
C 0.08 -1.28 -3.88
C 0.26 -0.75 -2.51
N 0.40 -0.34 -1.45
H -2.94 -1.39 -3.87
H -3.04 0.23 -4.67
H -2.32 0.00 -3.10
H -0.69 0.34 -5.08
H -1.17 -1.15 -5.65
H 1.05 -1.34 -4.38
H -0.25 -2.32 -3.80
C 1.90 -3.86 0.91
C 3.22 -3.39 1.64
C 3.72 -2.02 1.09
C 2.88 -0.84 1.32
N 2.27 0.14 1.50
H 2.12 -3.97 -0.15
H 1.09 -3.13 0.97
H 1.61 -4.83 1.31
H 4.09 -4.03 1.51
H 3.02 -3.28 2.71
H 3.71 -2.07 0.00
H 4.67 -1.73 1.54
C 0.89 -1.11 4.96
C 1.49 -0.03 5.80
C 0.85 1.34 5.71
C 0.60 1.75 4.36
N 0.41 2.08 3.26
H 1.52 -1.97 5.15
H 0.74 -0.98 3.89
H -0.12 -1.34 5.32
H 2.53 0.18 5.58
H 1.50 -0.40 6.82
H 1.46 2.09 6.21
H -0.09 1.36 6.27
*
```

The calculation puts the total energy at -33447.917 eV. Its relative energy (zero: lowest compared OMol25 entry of this formula, charge and spin) is 0.0 kcal/mol. The HOMO energy is -6.428 eV.